# 1
77
Properties=species:S:1:pos:R:3:forces:R:3 method="wB97M-V/def2-TZVPD" max_force_ha_per_bohr=0.0562 orbital_gap_ha=0.248 e_lumo_ev=-1.08 e_tot_ev=-139086.501 relative_energy_ev=0.0000 homo_ev=-7.83
La 0.214 1.316 0.043 1.2270 -1.9995 -1.6025
O 3.908 -0.596 2.401 -0.3383 0.2890 -0.3589
C 3.285 -0.797 3.584 -0.2252 0.0187 0.0953
C 4.021 -1.487 4.543 -0.0435 -0.0451 0.1388
C 3.473 -1.754 5.780 -0.0282 -0.0109 0.0938
C 2.179 -1.337 6.088 0.0419 -0.0164 -0.0273
C 1.449 -0.647 5.142 -0.0028 0.0287 -0.0238
C 1.974 -0.357 3.878 0.2087 0.0203 -0.2051
C 1.156 0.399 2.882 0.1722 -0.0204 -0.0546
O 1.667 0.560 1.676 0.2030 -0.2814 1.3487
N -0.006 0.842 3.273 -0.2132 0.0736 0.0463
N -0.741 1.493 2.260 0.3024 -0.0444 1.4055
C -1.795 2.096 2.656 -0.3348 0.2268 -0.0968
C -2.742 2.798 1.777 0.1416 -0.1943 0.3576
C -3.965 3.181 2.342 -0.0156 -0.0452 0.1206
C -4.951 3.799 1.600 0.0320 0.0149 -0.1001
C -4.712 4.041 0.246 -0.0209 -0.0090 0.0656
C -3.512 3.685 -0.336 0.0175 0.1376 -0.0841
C -2.492 3.085 0.414 0.3423 0.0284 -0.0472
O -1.329 2.785 -0.145 -2.4823 1.4742 0.1456
H 3.268 -0.103 1.839 0.0470 -0.0593 0.1772
H 5.025 -1.805 4.288 -0.0596 0.0234 -0.0030
H 4.059 -2.292 6.515 -0.0146 -0.0009 0.0007
H 1.750 -1.550 7.059 0.0182 0.0094 -0.0322
H 0.443 -0.308 5.357 0.0572 -0.0122 -0.0204
H -2.020 2.063 3.723 -0.1029 0.0053 -0.0140
H -4.130 2.971 3.395 -0.0084 0.0181 -0.0633
H -5.887 4.087 2.060 0.0310 -0.0114 -0.0223
H -5.475 4.518 -0.359 0.0196 -0.0063 0.0121
H -3.309 3.886 -1.382 -0.0306 -0.0025 0.0538
S -5.822 0.693 -0.523 0.1217 0.2486 0.1364
C -7.451 0.326 -0.853 -0.0586 0.0020 0.0190
C -7.576 -0.863 -1.504 0.1123 -0.1397 -0.0895
C -6.315 -1.480 -1.739 -0.2977 -0.1535 -0.1162
C -5.264 -0.752 -1.263 0.3722 -0.0486 0.0235
C -3.826 -1.091 -1.319 -0.3862 0.0932 0.0870
C -2.850 -0.228 -0.788 0.0641 0.1438 0.0368
N -1.557 -0.479 -0.801 -0.0575 -0.3230 -0.1597
C -1.116 -1.640 -1.348 0.1579 0.1755 0.1067
C -2.003 -2.571 -1.886 -0.1587 -0.2505 -0.1448
C -1.507 -3.808 -2.436 -0.1698 0.1122 0.0354
C -0.190 -4.080 -2.436 0.2072 0.0274 0.0379
C 0.755 -3.133 -1.902 0.0610 -0.2639 -0.1613
C 2.140 -3.377 -1.892 -0.0520 -0.2865 -0.0898
C 3.015 -2.446 -1.389 0.4209 0.0389 0.0233
C 2.451 -1.246 -0.922 -0.0787 0.1377 0.1034
N 1.165 -1.000 -0.903 -0.1062 -0.2025 -0.0026
C 0.305 -1.925 -1.375 -0.1424 0.1352 0.0444
C 4.477 -2.632 -1.315 -0.3517 -0.0380 -0.0736
C 5.387 -1.816 -0.711 0.2292 0.1899 0.1796
C 6.724 -2.296 -0.812 -0.1263 0.1383 0.0715
C 6.798 -3.471 -1.490 0.0617 -0.0737 -0.0258
S 5.259 -3.998 -2.005 -0.0590 -0.1556 -0.1410
C -3.372 -2.264 -1.866 -0.0209 -0.2877 -0.1366
H -8.231 1.009 -0.549 0.0728 -0.0713 -0.0261
H -8.525 -1.283 -1.808 0.0744 0.0176 0.0149
H -6.206 -2.431 -2.245 -0.0316 0.0867 0.0401
H -3.154 0.714 -0.339 0.0584 -0.0153 -0.0102
H -2.221 -4.515 -2.844 0.0321 0.0541 0.0272
H 0.184 -5.012 -2.844 -0.0067 0.0512 0.0232
H 2.503 -4.323 -2.284 -0.0195 0.0595 0.0284
H 3.095 -0.457 -0.549 -0.0553 0.0032 -0.0079
H 5.122 -0.910 -0.180 0.0844 -0.1130 -0.0382
H 7.583 -1.790 -0.392 -0.0804 -0.0292 -0.0312
H 7.675 -4.060 -1.714 -0.0809 0.0600 0.0199
H -4.069 -2.981 -2.288 0.0488 0.0349 0.0271
Cl 2.016 3.768 0.400 0.3228 0.3436 -0.0014
C 2.181 3.447 -1.341 0.0182 0.0940 0.1782
C 1.588 2.294 -1.773 0.6692 0.3561 -1.0592
C 1.637 2.065 -3.128 -0.0516 -0.1132 -0.1076
Cl 0.798 0.632 -3.749 0.1495 0.2514 0.0240
C 2.277 2.917 -4.020 0.0139 -0.0420 -0.0987
Cl 2.314 2.572 -5.711 0.0367 0.0719 0.0681
C 2.893 4.069 -3.518 -0.0028 -0.0108 -0.0786
Cl 3.706 5.145 -4.586 0.0027 0.0031 -0.0026
C 2.839 4.354 -2.154 0.0971 0.1662 0.0371
Cl 3.562 5.782 -1.507 -0.0352 -0.0871 -0.0967



# 2
92
Properties=species:S:1:pos:R:3:forces:R:3 method="wB97M-V/def2-TZVPD" max_force_ha_per_bohr=0.0164 total_charge=-2 orbital_gap_ha=0.212 e_lumo_ev=3.63 e_tot_ev=-205291.798 relative_energy_ev=1.0545 homo_ev=-2.14
Ca -1.421 1.121 2.483 -0.1036 0.1517 -0.8211
O -0.079 2.181 6.466 -0.0056 -0.0014 -0.0419
C -0.736 1.845 5.458 0.0126 -0.1106 0.1620
N -0.526 0.858 4.608 0.0913 0.1531 -0.0694
C 0.677 0.082 4.770 -0.0155 0.0693 0.1508
C 1.459 -0.120 3.484 0.0681 0.0683 -0.0091
C 2.766 -0.596 3.550 0.0360 -0.0085 -0.0291
C 3.479 -0.800 2.382 -0.0080 -0.0100 0.0372
C 2.874 -0.531 1.165 -0.0561 0.0236 -0.0157
C 1.574 -0.062 1.177 -0.0551 -0.0883 -0.0131
N 0.886 0.140 2.304 -0.0950 0.0513 0.2284
C -2.000 2.654 5.161 0.3238 0.0261 0.1677
C -2.826 3.011 6.218 -0.0664 0.1407 -0.0545
C -3.963 3.750 5.947 -0.0031 -0.0141 0.0070
C -4.233 4.124 4.638 0.0274 0.0025 -0.0241
C -3.356 3.727 3.646 0.0126 -0.0538 -0.0165
N -2.256 3.017 3.901 -0.0651 -0.3284 0.0764
H 0.432 -0.925 5.139 -0.0154 -0.0001 0.0143
H 1.338 0.527 5.520 0.0609 0.0169 -0.0291
H 3.205 -0.799 4.519 0.0186 0.0087 -0.0113
H 4.496 -1.173 2.421 -0.0038 0.0030 -0.0027
H 3.377 -0.702 0.222 0.0093 -0.0084 0.0179
H 1.043 0.132 0.252 0.0172 -0.0072 0.0087
H -2.556 2.698 7.217 0.0005 0.0157 0.0029
H -4.642 4.023 6.746 -0.0035 0.0065 0.0021
H -5.123 4.682 4.378 -0.0010 -0.0052 0.0140
H -3.539 3.939 2.598 -0.0179 0.0047 -0.0027
O -4.737 0.805 3.122 -0.0255 -0.0411 -0.0567
C -4.139 0.312 2.159 0.0262 0.1046 -0.0985
O -3.024 -0.317 2.213 -0.3093 -0.1516 0.0970
C -4.711 0.472 0.765 -0.0315 -0.0203 0.0398
C -5.889 -0.198 0.456 0.0117 0.0258 -0.0126
C -6.448 -0.130 -0.813 -0.0008 0.0077 0.0110
C -5.816 0.640 -1.781 0.0380 0.0126 0.0051
C -4.654 1.329 -1.471 -0.0161 0.0061 -0.0317
C -4.070 1.270 -0.199 0.0072 0.0274 0.0022
S -2.612 2.223 0.110 0.0224 -0.0252 0.2042
H -6.365 -0.783 1.235 -0.0077 0.0014 -0.0168
H -7.360 -0.670 -1.043 0.0048 -0.0036 0.0090
H -6.223 0.705 -2.784 -0.0047 -0.0072 0.0196
H -4.163 1.931 -2.227 -0.0020 -0.0016 0.0096
C -0.797 5.426 0.988 0.0112 -0.0038 0.1021
O 0.545 5.005 1.275 -0.0211 0.0516 -0.1529
P 0.775 3.406 1.517 0.0697 -0.1827 0.2226
O 0.930 3.283 3.113 -0.0768 0.1106 0.0057
C 1.698 4.164 3.933 0.0217 -0.0844 0.0028
O 2.360 3.335 1.130 -0.0344 0.0964 -0.0003
C 2.659 3.218 -0.257 -0.0020 -0.0354 -0.0322
H -0.741 6.212 0.236 0.0005 -0.0042 -0.0116
H -1.258 5.823 1.895 0.0067 -0.0044 0.0033
H -1.410 4.602 0.613 0.0060 0.0094 -0.0187
H 1.216 4.188 4.908 0.0072 -0.0194 0.0128
H 1.737 5.163 3.499 -0.0121 0.0172 0.0034
H 2.710 3.771 4.038 0.0133 0.0163 -0.0182
H 3.639 2.755 -0.343 0.0239 0.0032 -0.0039
H 2.675 4.202 -0.729 -0.0065 0.0016 -0.0117
H 1.928 2.586 -0.771 0.0064 0.0125 0.0004
F 4.022 -3.890 -3.841 0.0018 0.0048 0.0250
C 4.008 -2.605 -3.445 0.0004 -0.0860 -0.0665
C 2.857 -2.026 -2.940 0.0326 0.0404 0.0095
C 2.958 -0.674 -2.650 -0.0212 0.0303 0.0190
F 1.891 0.008 -2.215 0.0061 -0.0260 -0.0079
C 4.126 0.053 -2.807 -0.0365 -0.0089 0.0143
F 4.170 1.359 -2.519 0.0114 0.0495 0.0107
C 5.259 -0.578 -3.280 0.0171 -0.0139 -0.0147
F 6.398 0.105 -3.440 0.0049 0.0102 0.0027
C 5.199 -1.918 -3.607 -0.0138 -0.0063 -0.0002
F 6.290 -2.529 -4.089 0.0099 -0.0110 -0.0122
Ge 1.078 -2.943 -2.615 0.0188 0.0950 0.0352
S 0.073 -2.563 -0.833 0.1189 -0.0418 0.0040
C 0.224 -2.393 -4.345 -0.0257 0.0252 -0.0596
C -0.729 -1.387 -4.409 -0.0356 0.0012 0.0109
F -1.117 -0.731 -3.323 0.0107 -0.0114 0.0198
C -1.319 -0.999 -5.605 0.0008 0.0014 0.0166
F -2.235 -0.027 -5.635 -0.0069 0.0047 -0.0116
C -0.950 -1.619 -6.782 -0.0086 -0.0020 -0.0340
F -1.511 -1.253 -7.941 0.0018 -0.0023 -0.0075
C 0.010 -2.612 -6.762 0.0026 0.0123 0.0214
F 0.384 -3.206 -7.906 -0.0059 0.0052 -0.0085
C 0.577 -2.965 -5.553 0.1014 -0.0486 -0.0086
F 1.534 -3.915 -5.595 -0.0119 0.0233 0.0050
C 1.460 -4.898 -2.764 -0.1124 -0.1112 0.0126
C 2.467 -5.478 -2.015 0.0159 0.0259 0.0776
F 3.325 -4.710 -1.324 -0.0061 0.0188 -0.0249
C 2.643 -6.846 -1.916 0.0254 0.0154 0.0074
F 3.645 -7.364 -1.189 -0.0102 -0.0044 -0.0070
C 1.769 -7.689 -2.573 -0.0052 -0.0176 -0.0132
F 1.923 -9.017 -2.492 0.0006 -0.0051 0.0040
C 0.732 -7.154 -3.312 0.0220 0.0151 0.0016
F -0.122 -7.970 -3.945 -0.0010 -0.0086 -0.0023
C 0.595 -5.778 -3.386 0.0125 0.0042 -0.0763
F -0.442 -5.321 -4.107 -0.0038 -0.0034 0.0240